Entry 1:
The following is a quantum chemistry calculation of a molecular structure, C19H28CoN7OS2 at a distorted geometry, from the Open Molecules 2025 dataset.

Element x y z (Å)
Co -0.427 0.840 -0.313
C -1.378 -1.825 5.181
C -0.313 -1.956 4.097
N 0.125 -0.663 3.603
C -0.413 -0.031 2.544
S 0.211 1.438 1.954
N -1.512 -0.633 2.005
N -1.822 -0.120 0.807
C -3.101 -0.256 0.386
C -4.219 -0.693 1.257
C -3.278 0.130 -0.993
C -4.510 0.063 -1.673
C -4.553 0.411 -3.020
C -3.364 0.785 -3.668
C -2.190 0.835 -2.938
N -2.125 0.541 -1.626
H -1.831 -2.800 5.374
H -2.160 -1.139 4.872
H -0.936 -1.459 6.104
H -0.696 -2.512 3.241
H 0.570 -2.506 4.431
H 0.831 -0.126 4.091
H -3.751 -0.982 2.197
H -4.761 -1.522 0.796
H -4.929 0.126 1.408
H -5.402 -0.238 -1.142
H -5.490 0.359 -3.557
H -3.347 1.042 -4.717
H -1.259 1.114 -3.412
S 0.007 4.255 -3.232
C -1.233 4.633 -2.088
C -1.259 3.711 -1.076
N -0.290 2.691 -1.199
C 0.447 2.901 -2.301
H -1.876 5.487 -2.216
H -1.902 3.670 -0.212
H 1.241 2.232 -2.602
C 1.611 -2.832 -0.872
N 2.672 -1.838 -0.728
C 4.026 -2.357 -0.659
C 5.004 -1.294 -1.110
C 4.771 -0.045 -0.283
N 3.370 0.356 -0.365
C 3.102 1.767 -0.137
C 2.358 -0.524 -0.604
O 1.165 -0.153 -0.723
H 1.759 -3.397 -1.793
H 0.657 -2.303 -0.908
H 1.625 -3.539 -0.041
H 4.063 -3.249 -1.287
H 4.226 -2.701 0.365
H 4.900 -1.075 -2.167
H 6.031 -1.641 -0.978
H 5.361 0.808 -0.639
H 5.043 -0.177 0.779
H 3.434 2.343 -1.005
H 3.673 2.107 0.732
H 2.045 1.944 0.057

## Properties
multiplicity	5
total charge	+2
total energy	-3378.009649	Ha
HOMO (alpha / beta)	-14.27 / -14.24	eV
ΔE to the lowest compared entry with this formula, charge and spin	0.00	kcal/mol
maximum force	0.0453	Eh/bohr

Now the Löwdin charges, all in e: 0.558, -0.062, -0.226, 0.027, -0.737, 0.795, 0.098, -0.050, -0.164, 0.020, -0.186, 0.042, 0.009, 0.008, -0.081, 0.058, 0.088, 0.068, 0.082, 0.108, 0.129, 0.145, 0.078, 0.112, 0.120, 0.126, 0.129, 0.126, 0.113, 1.097, -0.336, -0.187, -0.122, -0.469, 0.083, 0.115, 0.085, -0.007, -0.071, -0.140, -0.133, -0.137, -0.065, -0.036, -0.411, -0.104, 0.101, 0.079, 0.100, 0.133, 0.140, 0.126, 0.132, 0.134, 0.142, 0.102, 0.108, 0.010


Entry 2:
The following is a quantum chemistry calculation of a molecular structure, C19H28FNRuSi at a distorted geometry, from the Open Molecules 2025 dataset.

Element x y z (Å)
Ru -0.238 -0.001 0.343
C -0.145 -0.523 2.690
C -0.312 0.886 2.521
C -1.507 1.112 1.806
C -2.062 -0.129 1.513
C -1.195 -1.146 2.052
C -1.449 -2.615 2.076
C -3.402 -0.340 0.883
C -2.154 2.441 1.581
C 0.531 1.975 3.096
C 0.902 -1.242 3.485
H -0.520 -3.182 2.039
H -2.078 -2.937 1.247
H -1.962 -2.880 3.005
H -4.189 -0.019 1.570
H -3.574 -1.389 0.644
H -3.518 0.236 -0.035
H -2.580 2.810 2.519
H -2.962 2.376 0.853
H -1.441 3.189 1.233
H -0.015 2.463 3.911
H 0.754 2.741 2.352
H 1.475 1.604 3.494
H 0.428 -1.814 4.286
H 1.613 -0.555 3.939
H 1.469 -1.950 2.876
C -1.631 1.399 -2.181
Si -0.562 -0.061 -2.548
C -0.233 -0.189 -4.324
C -1.395 -1.568 -1.872
N 0.815 0.072 -1.414
C 2.190 0.067 -1.562
C 2.846 0.071 -2.806
C 4.226 0.051 -2.881
C 4.996 0.019 -1.717
C 4.379 0.013 -0.470
C 3.014 0.042 -0.438
F 2.374 0.033 0.736
H -2.684 1.176 -2.411
H -1.337 2.280 -2.775
H -1.578 1.708 -1.145
H -1.196 -0.296 -4.841
H 0.385 -1.064 -4.566
H 0.265 0.710 -4.712
H -2.481 -1.520 -2.027
H -1.234 -1.714 -0.797
H -1.010 -2.483 -2.344
H 2.245 0.098 -3.710
H 4.712 0.057 -3.849
H 6.078 -0.002 -1.779
H 4.945 -0.012 0.453

## Properties
multiplicity	2
total charge	+1
total energy	-1279.562130	Ha
HOMO (alpha / beta)	-10.53 / -10.54	eV
maximum force	0.0393	Eh/bohr

Now the Löwdin charges, all in e: 1.209, -0.221, -0.225, -0.315, -0.318, -0.292, -0.007, -0.001, -0.005, 0.002, 0.009, 0.092, 0.079, 0.108, 0.107, 0.083, 0.078, 0.107, 0.083, 0.093, 0.108, 0.097, 0.083, 0.105, 0.082, 0.100, -0.174, 0.360, -0.174, -0.166, -0.174, -0.289, -0.022, -0.074, -0.071, -0.007, -0.257, 0.028, 0.049, 0.054, -0.013, 0.055, 0.051, 0.051, 0.051, -0.009, 0.059, 0.087, 0.110, 0.110, 0.124


Entry 3:
The following is a quantum chemistry calculation of a molecular structure, C19H28FeN4OP2S, from the Open Molecules 2025 dataset.

Element x y z (Å)
Fe 0.010 0.313 0.607
O -0.639 2.014 1.401
N -1.805 1.979 2.047
C -2.222 3.149 2.566
C -3.402 3.234 3.256
C -4.166 2.082 3.414
C -3.724 0.902 2.879
C -2.514 0.833 2.170
S -1.928 -0.631 1.456
H -1.552 3.975 2.386
H -3.710 4.186 3.662
H -5.101 2.116 3.960
H -4.290 -0.013 2.987
C 2.816 -1.546 -0.114
P 2.262 -0.281 1.082
C 3.178 1.198 0.536
C 3.062 -0.814 2.614
C 2.643 -2.016 3.184
C 3.242 -2.488 4.340
C 4.256 -1.754 4.944
C 4.662 -0.548 4.393
C 4.066 -0.075 3.230
H 2.369 -2.511 0.120
H 3.902 -1.638 -0.078
H 2.501 -1.248 -1.115
H 4.248 0.996 0.481
H 2.993 2.035 1.208
H 2.812 1.476 -0.454
H 1.840 -2.585 2.728
H 2.915 -3.425 4.775
H 4.724 -2.120 5.849
H 5.445 0.029 4.867
H 4.392 0.870 2.817
C -0.838 -1.281 -4.607
N -1.741 -1.750 -3.477
C -3.002 -0.894 -3.468
N -2.693 0.492 -3.404
C -1.824 0.862 -4.517
N -0.570 0.112 -4.515
C 0.340 0.546 -3.441
P -0.425 0.467 -1.734
C -1.014 -1.555 -2.172
C -2.180 0.983 -2.113
H -1.366 -1.511 -5.534
H 0.075 -1.869 -4.543
H -2.011 -2.721 -3.657
H -3.589 -1.211 -2.609
H -3.531 -1.128 -4.393
H -1.602 1.926 -4.459
H -2.346 0.663 -5.454
H 0.624 1.576 -3.644
H 1.250 -0.057 -3.472
H -1.678 -1.870 -1.366
H -0.118 -2.177 -2.190
H -2.223 2.070 -2.128
H -2.822 0.632 -1.304

## Properties
multiplicity	6
total charge	+1
total energy	-3379.344197	Ha
HOMO (alpha / beta)	-6.96 / -10.90	eV
maximum force	0.0127	Eh/bohr

Now the Löwdin charges, all in e: 0.239, -0.268, -0.194, -0.008, -0.038, -0.053, -0.078, -0.627, 0.631, 0.143, 0.116, 0.119, 0.111, -0.246, 0.833, -0.258, -0.379, -0.101, -0.070, -0.069, -0.068, -0.085, 0.044, 0.059, 0.026, 0.056, 0.054, 0.037, 0.105, 0.110, 0.110, 0.110, 0.095, -0.130, -0.110, -0.124, -0.149, -0.162, -0.152, -0.335, 0.827, -0.217, -0.334, 0.140, 0.139, 0.172, 0.142, 0.139, 0.137, 0.135, 0.077, 0.081, 0.047, 0.065, 0.083, 0.071


Entry 4:
The following is a quantum chemistry calculation of a molecular structure, C19H28I2N3ORu at a distorted geometry, from the Open Molecules 2025 dataset.

Element x y z (Å)
C 1.929 1.957 -2.014
I 3.494 0.010 -1.326
H 1.900 2.872 -2.624
H 2.085 1.188 -2.768
H 2.635 2.233 -1.239
C -0.020 -1.814 -4.836
C -0.041 -0.478 -2.984
N 0.160 -1.739 -3.462
H -0.645 -0.199 -6.205
I -2.975 0.130 -1.297
N -0.417 0.233 -4.088
H 0.049 -2.709 -5.397
Ru -0.450 -0.037 -0.963
C 0.465 1.737 -1.328
O -0.094 2.776 -0.945
C -0.387 -0.545 -5.238
C -0.755 1.644 -4.165
H -1.276 1.774 -5.118
H 0.151 2.268 -4.149
H -1.434 1.954 -3.363
C 0.528 -2.901 -2.673
H 1.029 -3.596 -3.354
H -0.359 -3.386 -2.229
H 1.225 -2.601 -1.877
C -0.835 -2.751 0.425
C -0.215 -2.706 1.831
C 1.310 -2.875 1.741
C -0.595 -1.445 2.623
C -1.283 -1.528 3.823
C -1.563 -0.350 4.536
C -1.101 0.898 4.084
C -0.403 1.009 2.900
C 0.162 2.349 2.416
C -0.963 3.363 2.184
C 1.193 2.912 3.409
C -0.275 -0.159 2.091
N 0.047 -0.028 0.796
H -0.374 -1.958 -0.249
H -1.925 -2.642 0.454
H -0.634 -3.700 -0.077
H -0.611 -3.524 2.457
H 1.735 -2.110 1.081
H 1.770 -2.770 2.734
H 1.576 -3.853 1.321
H -1.615 -2.536 4.133
H -2.180 -0.395 5.434
H -1.295 1.841 4.609
H 0.683 2.154 1.466
H -1.502 3.564 3.120
H -0.574 4.335 1.860
H -1.678 2.981 1.445
H 2.009 2.192 3.549
H 1.589 3.869 3.051
H 0.749 3.095 4.395

## Properties
multiplicity	6
total charge	-2
total energy	-1670.400064	Ha
HOMO (alpha / beta)	2.31 / -1.37	eV
ΔE to the lowest compared entry with this formula, charge and spin	24.87	kcal/mol
maximum force	0.0986	Eh/bohr

Now the Löwdin charges, all in e: -0.472, -0.073, 0.049, -0.104, -0.061, -0.057, -0.280, -0.137, 0.093, -0.641, -0.129, 0.096, 0.768, -0.494, -0.083, -0.056, -0.053, 0.079, 0.086, 0.045, -0.055, 0.087, 0.079, 0.059, -0.114, -0.363, -0.073, -0.163, -0.068, -0.114, -0.067, -0.154, -0.374, -0.081, -0.077, -0.269, -0.095, -0.010, 0.068, 0.063, 0.120, 0.046, 0.078, 0.070, 0.106, 0.079, 0.104, 0.108, 0.066, 0.073, 0.078, 0.081, 0.071, 0.065